[1]
# C17H34FINO

A 2-piece molecular cluster, C17H34FINO overall at a distorted geometry (the ωB97M-V functional and the def2-TZVPD basis, OMol25).

The expectation value of S² is 0.75. The value obtained for the HOMO-LUMO gap (spin up / spin down) is 9.03 / 9.63 eV. Its spin multiplicity is 2.

```
55
Properties=species:S:1:pos:R:3:lowdin_spin:R:1
C -4.278 -1.290 0.476 0.00
H -4.118 -3.507 -2.091 0.00
H 0.777 -0.418 -0.452 0.00
C 3.531 1.209 1.127 0.00
H -5.318 -3.072 -0.911 0.00
H 2.921 -0.932 3.820 0.00
H 5.740 2.889 1.736 0.00
H -4.850 -0.612 -1.971 0.00
H 3.919 -1.295 2.417 0.00
C -3.820 -0.951 -2.012 0.02
C 4.733 0.570 0.430 0.00
C -4.252 -3.195 -1.066 0.00
H 3.612 2.298 1.074 0.00
H -1.654 2.466 -0.832 0.00
H 4.773 0.942 -0.599 0.00
C 3.079 -0.693 2.767 0.00
H -1.091 -0.700 -2.636 0.00
H 2.627 0.948 0.565 0.00
C -2.582 2.701 -1.343 0.00
H -5.347 -1.434 0.416 0.00
H 2.187 -0.998 2.216 0.00
H -0.662 0.691 0.747 0.00
H -3.720 -1.558 -2.899 0.00
H 7.436 2.439 1.620 0.00
H -1.473 -0.653 1.593 0.00
H -2.341 3.123 -2.315 0.00
C -1.475 -0.019 0.714 0.00
H -3.916 -3.946 -0.365 0.00
C 6.079 0.830 1.103 0.00
H -4.097 -0.237 0.645 0.00
H 0.403 -1.872 0.423 0.00
H 4.578 -0.510 0.350 0.00
H -3.839 1.281 -0.439 0.00
C -2.914 0.280 -2.153 0.00
H 4.207 1.097 3.180 0.00
C -3.491 1.502 -1.442 0.00
H 6.081 0.416 2.115 0.00
C 3.338 0.800 2.586 0.00
C -1.274 -0.872 -0.541 0.03
H 6.851 0.287 0.553 0.00
H 6.504 2.732 0.151 0.00
H 2.488 1.356 2.993 0.00
H -0.811 0.794 -1.791 0.00
H -3.900 -1.827 1.341 0.00
C 6.458 2.307 1.156 0.00
C 0.186 -1.330 -0.489 0.00
N -2.134 -2.076 -0.542 0.36
C -3.591 -1.834 -0.776 0.02
H -4.367 1.820 -1.997 0.00
H 0.486 -1.857 -1.382 0.00
C -1.456 -0.073 -1.830 0.02
H -2.406 0.530 0.715 0.00
F -3.235 3.679 -0.575 0.00
O -1.662 -3.021 -1.283 0.54
I -2.925 0.795 -4.293 0.00
```

---

[2]
# CF3InMgNO3S3

CF3InMgNO3S3 as an isolated structure at a distorted geometry (the ωB97M-V functional and the def2-TZVPD basis, OMol25).

For the relative energy (zero: lowest compared OMol25 entry of this formula, charge and spin), the calculation gives 3.486 eV. The charge is +1. The value obtained for the HOMO-LUMO gap (spin up / spin down) is 5.41 / 5.42 eV. Its spin multiplicity is 1.

```
13
Properties=species:S:1:pos:R:3:nbo_charge:R:1
S 0.901 -0.393 -0.651 1.90
Mg -0.589 1.153 1.499 1.76
S 0.129 -1.873 1.607 0.75
In -2.016 -0.962 0.289 1.46
F 3.122 -1.534 0.251 -0.28
O 0.186 0.428 -2.088 -0.72
O -1.028 -0.755 2.035 -1.20
N -0.013 -1.620 -0.106 -1.21
F 2.604 -1.990 -1.797 -0.27
S -2.112 1.503 -0.788 -0.67
O 1.100 0.649 0.445 -1.07
F 3.399 -0.046 -1.290 -0.27
C 2.636 -1.044 -0.874 0.82
```

---

[3]
# H3O2SSi

An isolated ion of composition H3O2SSi and charge -1 at a distorted geometry (the ωB97M-V functional and the def2-TZVPD basis, OMol25).

For the relative energy (zero: lowest compared OMol25 entry of this formula, charge and spin), the calculation gives 0.626 eV. The charge is -1. The value obtained for the HOMO-LUMO gap is 5.74 eV. Its spin multiplicity is 1.

```
7
Properties=species:S:1:pos:R:3:nbo_charge:R:1
O 0.727 0.382 2.160 -1.05
H -0.209 0.055 -2.059 -0.25
Si -0.502 0.140 -0.618 1.26
S 1.516 -0.661 1.375 0.64
O 0.798 -0.799 -0.288 -1.11
H -0.683 1.494 -0.468 -0.24
H -1.647 -0.611 -0.103 -0.24
```

---

[4]
# C5H10INO

C5H10INO in the gas phase at a distorted geometry (the ωB97M-V functional and the def2-TZVPD basis, OMol25).

For the relative energy (zero: lowest compared OMol25 entry of this formula, charge and spin), the calculation gives 4.576 eV. The value obtained for the HOMO-LUMO gap (spin up / spin down) is 8.11 / 7.64 eV. Its spin multiplicity is 1.

```
18
Properties=species:S:1:pos:R:3:nbo_charge:R:1
H -1.252 2.432 -0.891 0.21
H 1.566 0.431 1.468 0.20
N -2.059 -2.198 -0.637 0.04
H 1.020 0.505 -1.063 0.22
H 0.146 2.347 0.244 0.21
C -0.170 2.170 -0.738 -0.59
H -0.311 -1.154 1.772 0.22
C -0.004 0.695 -1.115 -0.55
H 2.015 -0.621 0.049 0.20
H -0.378 0.449 -2.142 0.23
C -0.610 -0.026 -0.020 0.04
C 0.105 -0.988 0.798 -0.56
H 2.064 -1.260 1.830 0.22
I -2.753 -0.117 0.244 0.33
O -1.484 -2.942 0.130 -0.30
H 0.074 -2.008 0.418 0.24
H 0.423 2.860 -1.406 0.21
C 1.609 -0.575 1.059 -0.59
```

---

Q: Which formula does entry 1 have?
A: C17H34FINO